1.
{
  "formula": "C15H35N5O13S2Y",
  "method": "ωB97M-V/def2-TZVPD",
  "symbols": ["Y", "S", "O", "O", "O", "O", "S", "O", "O", "O", "O", "C", "O", "N", "C", "C", "H", "H", "H", "H", "H", "H", "H", "C", "O", "N", "C", "C", "H", "H", "H", "H", "H", "H", "H", "C", "O", "N", "C", "C", "H", "H", "H", "H", "H", "H", "H", "C", "O", "N", "C", "C", "H", "H", "H", "H", "H", "H", "H", "C", "O", "N", "C", "C", "H", "H", "H", "H", "H", "H", "H"],
  "positions_angstrom": [[0.06668, -0.26363, -0.00493], [2.00631, 0.12068, 2.18531], [1.82023, -0.25910, 3.56077], [0.94794, 0.96470, 1.74150], [3.30415, 0.72005, 2.12375], [1.82108, -0.96912, 1.21108], [-1.74619, -0.93179, -2.22013], [-1.66605, -1.48719, -0.85397], [-1.39926, -1.84629, -3.25743], [-3.01817, -0.22253, -2.46268], [-0.69335, 0.06527, -2.10167], [-0.52928, 3.37969, -0.16577], [-0.16964, 2.21318, -0.28737], [-1.78383, 3.71534, -0.65503], [-2.30116, 4.98198, -0.19748], [-2.72118, 2.86597, -1.29936], [0.04798, 4.18833, 0.30867], [-3.29421, 4.89951, 0.24427], [-2.54810, 5.54056, -1.10032], [-1.64464, 5.55077, 0.46096], [-3.02952, 3.37876, -2.21045], [-2.43685, 1.93645, -1.79256], [-3.66073, 2.66046, -0.78643], [-1.64558, -2.79530, 1.76087], [-0.78090, -1.91065, 1.65166], [-1.28279, -4.01696, 2.24609], [-2.30499, -5.09016, 2.31638], [0.05680, -4.33729, 2.68095], [-2.71106, -2.65832, 1.51968], [-2.01166, -5.79456, 3.09476], [-2.47134, -5.61021, 1.37300], [-3.27997, -4.69095, 2.59591], [0.06385, -5.01416, 3.53528], [0.55009, -4.81515, 1.83453], [0.69400, -3.50763, 2.98716], [1.22767, -2.88890, -2.07797], [1.02010, -2.23270, -1.01528], [2.42788, -2.96041, -2.70380], [2.65049, -3.76302, -3.90225], [3.62142, -2.47558, -2.02300], [0.41804, -3.40120, -2.62040], [1.72404, -4.06027, -4.39360], [3.31574, -4.60265, -3.70083], [3.10073, -3.06661, -4.60964], [3.70332, -1.40264, -2.19673], [3.49569, -2.52966, -0.94162], [4.50429, -3.05897, -2.28430], [2.43858, 1.33972, -1.97239], [1.97441, 0.47052, -1.21296], [3.69987, 1.81060, -1.88477], [4.22290, 2.77261, -2.87830], [4.67168, 1.41294, -0.80138], [1.83783, 1.78685, -2.77948], [3.58164, 2.87046, -3.75427], [5.16330, 2.43611, -3.31478], [4.41041, 3.77752, -2.50003], [4.96885, 2.24162, -0.15866], [4.24773, 0.73575, -0.05990], [5.55376, 0.94215, -1.23539], [-2.03101, 1.21960, 2.44819], [-1.72507, 0.65526, 1.36248], [-3.23875, 1.70542, 2.85694], [-3.30101, 2.46701, 4.10053], [-4.47720, 1.74535, 2.09991], [-1.21786, 1.45443, 3.15235], [-4.08179, 2.04042, 4.73022], [-3.56777, 3.49952, 3.87502], [-2.34956, 2.57778, 4.62071], [-4.70727, 2.80989, 2.05575], [-4.27579, 1.51443, 1.05387], [-5.25599, 1.19590, 2.62876]],
  "forces_ev_per_a": [[-1.79, -0.50, -1.45], [-1.63, -2.12, -3.44], [0.46, -0.69, 2.45], [-1.73, 3.79, 0.93], [2.19, 0.79, 0.63], [2.39, -1.75, 1.27], [-3.05, 1.39, -1.03], [-1.00, -1.70, 1.82], [0.17, -1.87, -1.02], [0.42, -0.80, 0.34], [3.14, 3.16, -0.22], [-2.59, -2.38, -1.44], [1.06, 1.07, 0.20], [2.36, 0.95, 2.69], [-1.03, 0.57, -1.26], [-0.99, -0.56, -2.15], [-0.11, -0.14, -0.13], [0.08, -0.43, 0.59], [0.29, 0.66, -0.03], [0.09, -0.24, -0.18], [-0.33, 0.57, -0.09], [0.98, -0.35, 0.92], [0.25, 0.16, 0.66], [2.30, -0.01, 0.48], [-0.96, -0.57, 0.15], [-2.09, 0.34, 0.17], [0.22, 0.50, 0.19], [0.74, -0.25, -0.46], [0.29, -0.06, -0.13], [-0.01, -0.03, -0.16], [0.42, -0.06, -0.08], [0.09, 0.23, 0.09], [-0.39, -0.17, -0.13], [0.37, -0.19, 0.13], [-0.58, 0.45, -0.34], [-0.21, 1.41, 1.08], [1.03, -1.67, -2.22], [-0.57, -0.87, 1.09], [-0.19, 1.08, -0.18], [-0.49, 0.58, 0.55], [0.02, 0.21, 0.26], [-0.10, -0.20, 0.47], [-0.11, -0.05, -0.08], [0.41, -0.31, -0.25], [0.53, -0.01, -0.32], [-0.24, -0.24, 0.04], [-0.10, 0.22, -0.32], [-0.12, -0.87, 1.08], [1.03, 1.28, -0.76], [1.00, 0.41, 0.33], [-0.02, -0.33, -0.27], [-0.85, -0.11, -0.18], [0.07, -0.15, 0.10], [-0.44, -0.13, 0.31], [0.16, -0.31, 0.33], [-0.19, -0.09, 0.43], [0.03, 0.50, -0.55], [-0.44, -0.25, -0.61], [-0.05, 0.12, -0.13], [0.61, -0.39, -2.14], [-1.98, 1.35, 2.35], [1.58, -0.46, 0.15], [-0.11, 0.29, -0.26], [0.97, 0.84, -0.40], [-0.20, -0.20, 0.09], [0.18, 0.06, 0.27], [-0.33, 0.09, -0.12], [0.01, -0.68, -0.05], [-0.63, 0.08, 0.16], [-0.24, -0.87, 0.23], [-0.06, -0.12, -0.47]],
  "multiplicity": 2,
  "homo_energy_ev": [-7.28, -7.28],
  "charge": 0,
  "lumo_ev": [0.4, -3.5]
}

***

2.
{
  "formula": "C17H18AlCl2O2",
  "method": "ωB97M-V/def2-TZVPD",
  "symbols": ["Al", "C", "C", "C", "C", "C", "C", "C", "C", "C", "C", "H", "H", "H", "H", "H", "H", "H", "H", "H", "H", "H", "H", "H", "H", "H", "Cl", "C", "C", "C", "Cl", "C", "O", "C", "C", "O", "C", "H", "H", "H"],
  "positions_angstrom": [[0.08225, 0.05731, 0.24674], [-0.65197, 0.90209, 2.06778], [-1.65771, 1.02679, 1.04754], [-2.00796, -0.28138, 0.61891], [-1.22957, -1.22298, 1.36430], [-0.41853, -0.48890, 2.28072], [0.47700, -1.03513, 3.35375], [-1.38547, -2.71536, 1.26613], [-3.01862, -0.63267, -0.43767], [-2.29866, 2.29458, 0.55613], [-0.13252, 1.98355, 2.97083], [0.13300, -0.68841, 4.32995], [1.51154, -0.70610, 3.24058], [0.47052, -2.12320, 3.36865], [-2.35594, -3.00743, 1.67055], [-0.61841, -3.24117, 1.83120], [-1.34557, -3.07227, 0.23644], [-3.63979, -1.46374, -0.10219], [-2.55937, -0.92430, -1.38352], [-3.67380, 0.21326, -0.63995], [-3.35124, 2.30697, 0.84179], [-2.25604, 2.39162, -0.52910], [-1.82844, 3.17523, 0.98793], [0.95487, 1.97297, 3.06071], [-0.54236, 1.84227, 3.97207], [-0.42759, 2.97336, 2.62897], [4.54899, 0.01642, -5.28203], [3.26669, 0.02790, -4.12925], [1.93748, 0.03552, -4.58574], [0.87753, 0.04512, -3.71314], [-0.73885, 0.05247, -4.29658], [1.10258, 0.04952, -2.32720], [0.08587, 0.05694, -1.49887], [2.44832, 0.03869, -1.87871], [2.74321, 0.02865, -0.50297], [1.89158, 0.00970, 0.43502], [3.52717, 0.02903, -2.79444], [1.74264, 0.03290, -5.65088], [3.78969, 0.01741, -0.19336], [4.54747, 0.02276, -2.43106]],
  "forces_ev_per_a": [[-0.27, -0.10, 0.45], [-0.15, 0.08, 0.26], [-0.03, 0.20, -0.18], [-0.14, -0.08, -0.28], [-0.04, -0.20, -0.07], [0.18, -0.07, 0.13], [0.03, 0.00, -0.08], [0.06, 0.05, 0.01], [0.02, 0.03, 0.07], [0.05, -0.03, 0.01], [0.13, 0.02, -0.15], [-0.01, -0.02, -0.01], [-0.03, 0.02, -0.02], [0.00, 0.02, -0.02], [0.01, -0.01, 0.02], [0.00, 0.02, -0.01], [-0.01, 0.04, -0.01], [0.00, 0.02, 0.00], [0.05, 0.00, 0.01], [0.01, -0.01, 0.01], [0.00, 0.02, 0.02], [0.00, -0.04, -0.01], [0.01, -0.01, 0.00], [-0.02, -0.05, -0.01], [-0.01, 0.02, 0.01], [0.01, -0.01, -0.01], [-0.04, 0.00, 0.02], [0.01, 0.00, -0.17], [0.03, 0.00, -0.14], [-0.03, 0.01, -0.03], [0.01, 0.00, 0.01], [0.03, -0.03, 0.03], [0.02, 0.05, -0.02], [0.01, 0.03, 0.06], [-0.05, -0.12, 0.00], [0.11, 0.11, -0.04], [0.08, 0.02, 0.09], [0.01, 0.00, 0.02], [0.01, 0.02, 0.00], [-0.04, 0.00, 0.01]],
  "homo_energy_ev": -12.09,
  "charge": 1,
  "lumo_ev": -4.7
}

***

3.
{
  "formula": "C6H12N2O",
  "method": "ωB97M-V/def2-TZVPD",
  "symbols": ["C", "C", "C", "N", "N", "C", "C", "C", "O", "H", "H", "H", "H", "H", "H", "H", "H", "H", "H", "H", "H"],
  "positions_angstrom": [[0.99894, -1.43300, -1.82968], [0.84803, -0.71113, -0.71535], [0.37171, 0.67930, -0.68091], [0.37600, 1.48158, -1.79799], [-0.14108, 1.03563, 0.46313], [-0.84864, 2.29812, 0.57751], [0.45213, -1.40336, 0.95628], [-1.01392, -1.67834, 1.19603], [1.10170, -0.80196, 2.02010], [0.74369, -1.06646, -2.82242], [1.35502, -2.45965, -1.78449], [0.34677, 2.47921, -1.64086], [1.00557, 1.20240, -2.53601], [-1.32897, 2.34753, 1.55945], [-1.63050, 2.41148, -0.18309], [-0.16362, 3.15241, 0.51751], [0.98410, -2.33126, 0.75671], [-1.54669, -0.81419, 1.60032], [-1.50431, -1.99879, 0.27475], [-1.11428, -2.47421, 1.94432], [0.70835, 0.08473, 2.12466]],
  "forces_ev_per_a": [[0.20, -0.06, 0.74], [-2.01, -0.57, 2.33], [-0.89, 0.76, 1.43], [0.26, -0.11, -0.19], [0.10, 0.16, -1.07], [0.25, -0.08, -0.01], [2.12, -0.22, -2.70], [-0.34, 0.15, -0.15], [-0.08, 0.33, -0.04], [0.41, 0.23, 0.10], [-0.33, 0.00, 0.05], [-0.04, -0.15, -0.02], [-0.08, 0.06, 0.06], [0.08, -0.02, -0.16], [0.09, 0.04, -0.05], [-0.04, 0.12, -0.09], [-0.10, -0.32, 0.43], [0.19, 0.02, -0.23], [-0.02, -0.01, 0.07], [0.18, 0.02, -0.19], [0.06, -0.33, -0.33]],
  "smiles": "C=C(/C(N)=N/C)[C@H](C)O",
  "homo_energy_ev": -8.88,
  "charge": 0,
  "relative_energy_kcal_mol": 54.1,
  "lumo_ev": 0.8
}